31
Properties=species:S:1:pos:R:3:forces:R:3 method="wB97M-V/def2-TZVPD" orbital_gap_ev="7.020 / 5.391" multiplicity=2 total_charge=0 s_squared=0.7607 de_lowest_ev=0.0617 e_tot_ha=-2052.00728
Sr 0.671660 -0.824619 -3.124923 0.2 -0.2 0.2
S 2.094847 -2.666103 -5.030040 0.0 0.0 0.0
Sb 2.677905 -3.253870 -2.856622 -0.1 0.1 0.0
S 0.569699 -3.566560 -1.854654 0.0 0.0 0.0
S 3.408360 -1.212418 -1.950749 0.0 0.0 0.0
N -0.988584 1.044529 -2.925252 0.0 0.1 -0.2
C -1.216703 2.063021 -2.401319 0.0 0.0 -0.3
N -1.404971 3.199963 -1.828009 -0.2 0.1 0.2
C -1.884097 3.113623 -0.598123 -0.3 0.1 0.0
N -2.303349 3.053897 0.483729 0.1 0.0 -0.1
C 0.654464 -0.889131 2.135745 0.0 0.0 0.0
C 1.064449 -1.166367 0.668998 -0.1 -0.1 0.0
N 0.288556 -0.315742 -0.240357 0.0 0.1 -0.1
C -1.141724 -0.596500 -0.076307 0.0 0.0 0.1
C -1.601756 -0.278616 1.362208 -0.1 0.0 0.0
N -0.396352 0.185715 2.125755 0.1 -0.1 0.0
C 0.161114 1.435814 1.512974 0.1 0.1 0.1
C 0.579307 1.087739 0.068594 0.1 -0.1 0.2
H 1.478229 -0.520909 2.745298 0.0 0.0 0.0
H 0.215911 -1.759453 2.622056 0.0 0.0 0.0
H 0.886353 -2.205237 0.393856 0.0 0.0 0.0
H 2.122184 -0.974531 0.500637 0.0 0.0 0.0
H -1.303356 -1.648833 -0.312232 0.0 0.0 0.0
H -1.703219 0.010069 -0.782755 0.0 0.0 0.0
H -1.989700 -1.152619 1.883308 0.0 0.0 0.0
H -2.338328 0.524171 1.400436 0.1 0.0 0.0
H -0.677833 0.390622 3.081056 0.0 0.0 0.0
H 0.998508 1.747601 2.135554 0.0 -0.1 0.0
H -0.620199 2.196697 1.547554 0.1 -0.1 0.0
H 1.648707 1.245136 -0.071572 0.0 0.0 0.0
H 0.049908 1.732926 -0.614837 0.0 0.0 0.0